[1]
This record from the Open Molecules 2025 dataset describes the molecule C4H6N2O2S3 at a distorted geometry. The level of theory is ωB97M-V/def2-TZVPD.

Positions of all 17 atoms, in Å:
H 1.682 0.916 1.842
N 1.570 0.961 0.851
C 0.778 0.101 0.402
O -0.094 -0.651 1.266
S -1.656 -1.443 0.944
C -2.480 0.170 0.870
O -1.624 -1.849 -0.460
S -3.042 -2.735 1.897
S 0.524 -0.213 -1.239
C 1.822 0.807 -1.865
C 3.145 0.301 -1.620
N 4.137 -0.029 -1.149
H -2.121 0.884 1.696
H -2.169 0.643 -0.069
H -3.570 -0.268 0.925
H 1.502 0.735 -2.969
H 1.597 1.669 -1.322

Calculated values
DFT total energy: -1610.40731 Eh
ΔE to the lowest compared entry with this formula, charge and spin: 69.58 kcal per mole
SMILES: [H]/N=C(\O[S@@](C)(=O)=S)SCC#N
frontier orbital gap: 7.50 eV
2S+1: 1

***

[2]
This record from the Open Molecules 2025 dataset describes the molecule C5H8O2. The level of theory is ωB97M-V/def2-TZVPD.

Positions of all 15 atoms, in Å:
C 0.246 1.784 0.282
C -0.498 0.468 0.234
C 0.384 -0.734 0.676
O 1.746 -0.661 0.359
C -0.402 -1.593 -0.337
O 0.058 -1.072 -1.591
C -1.014 -0.395 -0.929
H -0.394 2.668 0.227
H 1.053 1.848 -0.449
H 0.721 1.779 1.273
H -1.353 0.508 0.922
H 0.323 -0.879 1.755
H 1.783 -0.778 -0.605
H -0.718 -2.631 -0.321
H -1.938 -0.313 -1.495

Calculated values
DFT total energy: -345.70966 Eh
ΔE to the lowest compared entry with this formula, charge and spin: 59.80 kcal per mole
SMILES: C[C@@H]1[C@H](O)[C@@H]2O[C@H]12
frontier orbital gap: 10.72 eV
2S+1: 1

***

The calculation returns the following LUMO values, one per record and in order: -2.380, 0.996 eV.
The calculation returns the following molar mass values, one per record and in order: 210.31, 100.12 g/mol.